Record 1
{"formula": "C36H34CuFN7O7S2", "method": "ωB97M-V/def2-TZVPD", "s2": 0.752, "homo_lumo_gap_ha": [0.2634, 0.2630], "total_charge": 0, "relative_energy_kj_mol": 71.56, "spin_multiplicity": 2, "e_tot_ev": -131674.5690, "e_lumo_ev": [-0.27, -0.28], "elements": ["Cu", "N", "C", "C", "C", "C", "C", "C", "N", "C", "C", "C", "S", "C", "N", "H", "H", "H", "H", "H", "H", "H", "F", "C", "C", "C", "C", "O", "C", "C", "N", "C", "C", "C", "C", "C", "C", "N", "C", "C", "N", "C", "C", "C", "O", "O", "H", "H", "H", "H", "H", "H", "H", "H", "H", "H", "H", "H", "H", "H", "H", "H", "H", "H", "C", "C", "C", "C", "C", "C", "C", "S", "O", "O", "N", "C", "C", "O", "O", "H", "H", "H", "H", "H", "H", "H", "H", "H"], "xyz": [[2.072, 0.438, -0.245], [0.775, 0.642, 3.660], [2.109, 0.631, 4.029], [2.731, 0.694, 5.271], [4.110, 0.623, 5.268], [4.838, 0.493, 4.074], [4.216, 0.432, 2.843], [2.824, 0.504, 2.835], [1.922, 0.424, 1.781], [0.732, 0.500, 2.310], [-0.502, 0.513, 1.529], [-1.685, 1.067, 1.908], [-2.808, 0.948, 0.630], [-1.615, 0.167, -0.322], [-0.472, 0.001, 0.257], [-0.015, 0.558, 4.274], [2.169, 0.789, 6.190], [4.643, 0.666, 6.209], [5.917, 0.437, 4.123], [4.761, 0.317, 1.920], [-1.921, 1.580, 2.826], [-1.824, -0.149, -1.333], [6.795, -1.516, -2.265], [5.977, -0.497, -2.630], [5.668, 0.500, -1.754], [4.775, 1.494, -2.150], [4.051, 2.202, -1.098], [4.268, 1.950, 0.087], [2.995, 3.051, -1.571], [2.806, 3.244, -2.888], [3.439, 2.546, -3.857], [3.012, 2.650, -5.225], [2.158, 1.566, -5.824], [1.571, 2.916, -5.536], [4.322, 1.559, -3.469], [4.601, 0.508, -4.310], [5.326, -0.562, -3.858], [5.128, -1.769, -4.522], [5.449, -2.008, -5.891], [4.171, -2.620, -6.521], [3.248, -3.006, -5.397], [3.962, -3.863, -4.398], [5.002, -2.963, -3.721], [1.801, 3.360, -0.718], [1.246, 4.449, -0.759], [1.392, 2.300, -0.095], [5.993, 0.457, -0.724], [2.029, 3.920, -3.217], [3.743, 3.122, -5.873], [1.868, 0.757, -5.159], [2.352, 1.296, -6.854], [0.876, 2.973, -4.712], [1.364, 3.589, -6.355], [4.087, 0.426, -5.256], [6.312, -2.676, -6.011], [5.678, -1.071, -6.392], [4.371, -3.516, -7.105], [3.636, -1.903, -7.141], [2.411, -3.465, -5.751], [2.948, -2.159, -4.877], [4.405, -4.700, -4.935], [3.225, -4.239, -3.691], [5.950, -3.500, -3.605], [4.647, -2.688, -2.731], [-1.320, -3.356, 4.714], [-0.071, -3.080, 3.920], [1.054, -2.519, 4.521], [2.196, -2.241, 3.792], [2.243, -2.514, 2.426], [1.140, -3.094, 1.810], [0.004, -3.368, 2.564], [3.696, -2.304, 0.156], [4.916, -1.498, 0.107], [3.411, -2.163, 1.814], [2.411, -1.521, -0.372], [1.951, -2.009, -1.669], [2.131, -0.934, -2.736], [2.241, -1.272, -3.944], [2.128, 0.269, -2.285], [-1.088, -3.842, 5.663], [-2.001, -4.004, 4.163], [-1.859, -2.433, 4.945], [1.040, -2.297, 5.583], [3.068, -1.800, 4.259], [1.147, -3.314, 0.755], [-0.851, -3.817, 2.070], [0.878, -2.248, -1.638], [2.470, -2.922, -1.987]], "mulliken_charge": [0.41, 0.21, 0.93, -0.98, -0.64, -0.97, -0.25, 0.09, 0.77, 0.94, -1.54, -0.37, -0.24, -0.42, 0.49, 0.37, 0.47, 0.37, 0.44, 0.40, 0.44, 0.39, -0.45, 0.27, -0.56, 0.33, 0.36, -0.65, 0.41, -0.60, 0.23, -0.06, -0.38, -1.03, -0.25, -0.40, -0.03, 0.46, -0.77, -0.60, 0.20, -0.91, 0.55, -0.16, -0.77, -0.50, 0.31, 0.80, 0.33, 0.07, 0.29, 0.32, 0.28, 0.28, 0.40, 0.39, 0.37, 0.40, 0.38, 0.07, 0.31, 0.41, 0.71, -0.70, -1.52, 1.01, -1.03, 0.21, 0.08, -0.50, -0.92, -0.13, -0.58, -0.27, 0.20, -1.09, 0.94, -0.80, -0.59, 0.38, 0.38, 0.27, 0.40, 0.84, 0.34, 0.33, 0.20, 0.42]}

Record 2
{"formula": "C36H34F52INO8S", "method": "ωB97M-V/def2-TZVPD", "homo_lumo_gap_ha": 0.3283, "total_charge": 0, "relative_energy_kj_mol": 791.74, "spin_multiplicity": 1, "smiles": "C[C@@H](I)CN(CCC(F)(F)F)S(=O)(=O)F.FC(F)C(F)(F)COC(F)(F)C(F)F.FC(F)C(F)(F)COC(F)(F)C(F)F.FC(F)C(F)(F)COC(F)(F)C(F)F.FC(F)C(F)(F)COC(F)(F)C(F)F.FC(F)C(F)(F)COC(F)(F)C(F)F.FC(F)C(F)(F)COC(F)(F)C(F)F", "e_tot_ev": -215990.5308, "e_lumo_ev": -0.25, "elements": ["C", "C", "I", "C", "N", "C", "C", "C", "F", "F", "F", "S", "O", "O", "F", "H", "H", "H", "H", "H", "H", "H", "H", "H", "H", "F", "C", "F", "C", "F", "F", "C", "O", "C", "F", "F", "C", "F", "F", "H", "H", "H", "H", "F", "C", "F", "C", "F", "F", "C", "O", "C", "F", "F", "C", "F", "F", "H", "H", "H", "H", "F", "C", "F", "C", "F", "F", "C", "O", "C", "F", "F", "C", "F", "F", "H", "H", "H", "H", "F", "C", "F", "C", "F", "F", "C", "O", "C", "F", "F", "C", "F", "F", "H", "H", "H", "H", "F", "C", "F", "C", "F", "F", "C", "O", "C", "F", "F", "C", "F", "F", "H", "H", "H", "H", "F", "C", "F", "C", "F", "F", "C", "O", "C", "F", "F", "C", "F", "F", "H", "H", "H", "H"], "xyz": [[4.997, -0.396, 5.419], [5.809, -0.989, 4.124], [7.737, -1.781, 4.785], [4.921, -2.038, 3.192], [3.852, -2.781, 3.959], [2.548, -2.897, 3.207], [1.762, -1.428, 3.360], [0.436, -1.666, 4.351], [-0.536, -2.641, 3.801], [-0.301, -0.354, 4.437], [0.888, -2.032, 5.745], [4.404, -4.293, 4.627], [3.514, -5.520, 4.323], [5.859, -4.685, 4.263], [4.401, -4.078, 6.364], [4.323, 0.533, 5.094], [5.826, 0.002, 6.179], [4.351, -1.176, 6.004], [6.045, -0.060, 3.420], [5.625, -2.744, 2.537], [4.375, -1.344, 2.388], [2.772, -3.005, 2.051], [1.795, -3.689, 3.624], [1.466, -0.960, 2.329], [2.487, -0.717, 3.945], [4.794, -2.600, -1.746], [4.659, -1.346, -1.269], [5.082, -1.381, 0.024], [3.227, -0.814, -1.350], [2.400, -1.475, -0.498], [3.237, 0.485, -0.914], [2.602, -0.816, -2.753], [1.810, -1.957, -3.108], [2.548, -3.105, -3.522], [3.805, -2.718, -3.846], [1.979, -3.514, -4.689], [2.509, -4.254, -2.501], [2.856, -3.846, -1.255], [3.376, -5.240, -2.844], [5.350, -0.695, -1.819], [1.893, 0.017, -2.773], [3.329, -0.570, -3.534], [1.501, -4.685, -2.444], [-1.476, -0.385, -3.377], [-2.808, -0.595, -3.361], [-3.010, -1.710, -2.607], [-3.415, -0.773, -4.754], [-3.005, -1.934, -5.332], [-4.771, -0.898, -4.608], [-3.168, 0.385, -5.732], [-2.038, 0.265, -6.607], [-0.780, 0.595, -6.025], [-1.000, 1.309, -4.895], [-0.181, 1.457, -6.891], [0.128, -0.627, -5.805], [-0.502, -1.620, -5.131], [1.223, -0.294, -5.076], [-3.280, 0.244, -2.833], [-4.028, 0.402, -6.409], [-3.195, 1.362, -5.238], [0.463, -1.035, -6.767], [-8.112, -0.396, 0.133], [-9.444, -0.606, 0.149], [-9.646, -1.721, 0.903], [-10.050, -0.784, -1.244], [-9.641, -1.945, -1.822], [-11.407, -0.909, -1.098], [-9.804, 0.373, -2.222], [-8.674, 0.254, -3.097], [-7.416, 0.584, -2.515], [-7.635, 1.298, -1.384], [-6.816, 1.446, -3.381], [-6.508, -0.638, -2.295], [-7.138, -1.631, -1.620], [-5.412, -0.305, -1.566], [-9.916, 0.233, 0.677], [-10.664, 0.390, -2.898], [-9.830, 1.351, -1.728], [-6.172, -1.046, -3.257], [-2.747, 2.234, 8.216], [-4.080, 2.024, 8.232], [-4.281, 0.909, 8.986], [-4.686, 1.846, 6.839], [-4.276, 0.686, 6.262], [-6.043, 1.722, 6.986], [-4.440, 3.004, 5.862], [-3.310, 2.884, 4.986], [-2.051, 3.214, 5.569], [-2.271, 3.928, 6.699], [-1.452, 4.076, 4.702], [-1.144, 1.992, 5.788], [-1.773, 0.999, 6.463], [-0.048, 2.325, 6.517], [-4.551, 2.863, 8.760], [-5.299, 3.021, 5.185], [-4.466, 3.981, 6.356], [-0.808, 1.584, 4.826], [9.475, 1.059, 7.467], [9.460, 1.939, 8.489], [8.181, 2.393, 8.582], [10.431, 3.106, 8.303], [10.041, 3.923, 7.289], [10.380, 3.878, 9.433], [11.900, 2.713, 8.089], [12.349, 2.598, 6.731], [12.011, 1.377, 6.079], [11.676, 0.462, 7.021], [13.164, 0.920, 5.518], [10.940, 1.547, 4.988], [9.844, 2.204, 5.442], [10.512, 0.341, 4.535], [9.679, 1.391, 9.414], [12.498, 3.532, 8.499], [12.190, 1.841, 8.685], [11.342, 2.112, 4.138], [-6.836, 1.522, -11.158], [-5.905, 2.160, -11.896], [-6.295, 2.035, -13.194], [-4.492, 1.607, -11.706], [-4.373, 0.354, -12.219], [-3.635, 2.384, -12.441], [-3.975, 1.605, -10.261], [-4.155, 0.397, -9.509], [-5.457, 0.212, -8.959], [-6.100, 1.404, -8.957], [-5.269, -0.104, -7.648], [-6.255, -0.908, -9.648], [-6.286, -0.763, -10.995], [-7.545, -0.917, -9.226], [-5.944, 3.228, -11.647], [-2.888, 1.719, -10.324], [-4.305, 2.485, -9.697], [-5.812, -1.888, -9.426]], "mulliken_charge": [-0.76, -0.55, 0.06, -0.44, 0.31, -0.68, -0.09, 0.66, -0.24, -0.28, -0.25, 1.12, -0.58, -0.52, -0.31, 0.20, 0.27, 0.21, 0.46, 0.41, 0.05, 0.13, 0.52, 0.20, 0.02, -0.21, 0.00, -0.21, 0.96, -0.26, -0.35, -0.88, -0.27, 0.61, -0.29, -0.28, 0.21, -0.15, -0.28, 0.29, 0.47, 0.38, 0.24, -0.16, 0.12, -0.29, 0.77, -0.27, -0.37, -0.54, -0.40, 0.72, -0.27, -0.31, 0.24, -0.20, -0.24, 0.24, 0.34, 0.36, 0.28, -0.18, 0.11, -0.29, 0.86, -0.27, -0.33, -0.72, -0.37, 0.57, -0.27, -0.27, 0.71, -0.23, -0.30, 0.27, 0.42, 0.32, 0.05, -0.18, 0.10, -0.28, 0.84, -0.25, -0.34, -0.68, -0.40, 0.68, -0.27, -0.30, 0.54, -0.26, -0.30, 0.28, 0.42, 0.32, 0.12, -0.18, 0.10, -0.29, 0.85, -0.27, -0.33, -0.66, -0.40, 0.72, -0.26, -0.30, 0.23, -0.20, -0.20, 0.27, 0.41, 0.34, 0.20, -0.20, 0.11, -0.29, 0.83, -0.27, -0.33, -0.69, -0.35, 0.68, -0.29, -0.38, 0.25, -0.21, -0.26, 0.29, 0.44, 0.32, 0.27]}